1.
ORCA calculation (ωB97M-V with the def2-TZVPD basis set) on 11 unconnected molecules or ions with the total composition C15H49F2O15PSi at a distorted geometry.

```
83
Properties=species:S:1:pos:R:3:forces:R:3
O 2.20330 -5.12754 2.32530 -0.6 0.5 -1.9
C 1.61869 -4.70565 1.35595 0.9 -0.7 3.1
F 2.06348 -4.98070 0.12266 -0.4 0.2 -0.1
C 0.36463 -3.89309 1.48067 -0.1 0.6 -1.2
Si 0.19836 -2.51350 0.20315 1.1 0.0 -1.0
F -0.18768 -3.25403 -1.18187 -0.3 0.0 0.1
C 1.77048 -1.56324 -0.12499 -0.5 0.6 1.7
C 2.22079 -0.91435 1.18898 0.7 0.8 -1.3
C 3.59527 -0.34640 1.13137 -0.5 -1.9 0.9
O 3.22753 -1.58113 1.84700 0.1 -0.9 0.7
P -1.50355 -1.23967 0.91939 -0.5 -0.8 0.5
O -2.63462 -2.15324 1.07882 -0.6 -0.6 -0.1
O -1.82675 -0.03428 -0.06070 0.5 0.4 0.5
O -1.08643 -0.64530 2.37181 0.2 0.6 -0.8
H -0.50000 -4.53533 1.31626 -0.1 -0.1 0.0
H 0.26495 -3.47155 2.47242 0.3 -0.3 0.4
H 2.61280 -2.17112 -0.42905 -0.1 -0.1 -0.5
H 1.63316 -0.68741 -0.75423 -0.2 -0.3 -0.7
H 1.49001 -0.37353 1.76476 -0.3 0.1 0.5
H 4.20984 -0.63553 0.28731 -0.1 0.8 0.0
H 3.94758 0.27645 1.92819 0.1 1.0 -0.5
H -2.67451 0.35659 0.20679 -0.2 0.1 -0.2
H -0.40675 -1.19823 2.76362 0.1 0.0 0.4
C 6.88551 2.17232 2.58716 -0.3 0.0 0.1
O 5.49194 2.15744 2.28810 0.2 0.0 0.0
H 7.42071 2.43597 1.67830 -0.1 0.0 0.0
H 7.10647 2.91311 3.35887 0.1 0.0 0.0
H 7.21801 1.18575 2.92672 0.1 0.1 0.0
H 5.03046 1.92582 3.09802 -0.1 0.1 0.0
C 2.60603 -3.10063 -3.84238 -0.2 -0.2 0.2
O 2.58920 -3.31625 -2.42624 0.2 -0.1 -0.3
H 3.59702 -2.77413 -4.12661 0.0 0.1 0.1
H 2.36691 -4.02650 -4.36497 0.0 0.1 -0.1
H 1.88242 -2.32523 -4.10998 0.1 0.0 -0.1
H 1.70482 -3.60209 -2.18600 -0.1 0.1 0.1
C -4.40266 1.89989 2.39865 -0.4 -0.2 -0.1
O -5.15256 1.29673 1.34040 0.3 0.2 0.0
H -3.38841 2.06586 2.04651 0.0 0.0 0.0
H -4.84463 2.85856 2.67715 0.1 0.0 0.1
H -4.37777 1.23801 3.26607 0.1 0.1 0.1
H -6.04874 1.15269 1.65775 -0.1 -0.1 -0.1
C -6.77947 -0.60893 -0.51470 -0.3 0.1 -0.2
O -8.02439 -0.34246 0.13004 0.1 0.0 0.1
H -6.23345 -1.33799 0.07821 0.0 0.0 0.1
H -6.95325 -1.01304 -1.51578 0.1 0.0 0.0
H -6.19601 0.30920 -0.58148 0.2 -0.1 -0.1
H -8.48626 0.30552 -0.41090 0.0 0.1 0.0
C -6.78279 2.73336 -2.60911 -0.3 0.0 -0.1
O -8.06255 2.16236 -2.34146 0.2 -0.1 0.1
H -6.06223 2.27558 -1.93690 0.0 0.0 0.0
H -6.48438 2.53673 -3.64185 0.1 0.0 0.0
H -6.80058 3.81180 -2.43307 0.1 0.0 0.0
H -8.69270 2.57111 -2.93830 -0.1 0.0 0.0
C 7.26876 -0.91505 -0.74473 0.0 0.1 0.3
O 6.19934 -0.31752 -0.01346 0.5 -0.1 -0.3
H 6.89152 -1.19331 -1.72518 -0.1 0.0 0.0
H 8.09330 -0.20720 -0.86541 0.1 -0.1 -0.1
H 7.62989 -1.81021 -0.23255 0.1 0.0 -0.1
H 6.54583 -0.07998 0.85044 -0.1 0.1 0.1
C 0.56287 -7.05958 -3.69844 0.0 0.2 0.2
O 0.78183 -5.69194 -4.03129 -0.1 -0.3 -0.1
H 0.55885 -7.63396 -4.62104 0.0 0.0 0.0
H 1.36188 -7.42895 -3.05034 0.0 -0.1 0.0
H -0.40029 -7.18313 -3.19636 0.0 -0.1 0.0
H 0.78172 -5.19811 -3.20876 0.0 0.0 0.0
C 5.73886 -1.00611 -5.47125 -0.3 0.2 0.0
O 4.49124 -0.77643 -4.82184 0.3 0.0 0.0
H 6.29025 -1.74092 -4.88996 0.0 0.0 0.0
H 5.58118 -1.39505 -6.48058 0.1 0.0 0.0
H 6.32113 -0.08245 -5.52382 0.1 -0.1 0.0
H 4.01182 -0.12776 -5.34209 -0.1 0.0 0.0
C -2.45283 4.86503 3.28567 0.1 -0.2 0.4
O -2.44370 3.58173 3.91581 0.0 0.0 -0.2
H -2.95095 4.76742 2.32324 0.0 -0.1 0.0
H -2.99005 5.58673 3.89742 0.0 0.1 -0.1
H -1.42870 5.21283 3.12624 -0.1 0.1 -0.1
H -2.00202 3.68107 4.76149 0.0 0.0 0.1
C -4.56223 8.29579 4.02264 0.3 0.1 -0.1
O -3.19778 7.92158 4.20286 -0.2 0.0 0.0
H -5.18486 7.51419 4.44995 0.0 0.0 0.0
H -4.77232 9.23867 4.53319 -0.1 0.0 0.0
H -4.79534 8.39705 2.95967 -0.1 0.0 0.0
H -2.65648 8.61691 3.82262 0.1 0.0 0.0
```
Forces are in eV/Å.

Results
HOMO = -9.7796 eV
SMILES = O=C(F)C[Si@](F)(C[C@@H]1CO1)P(=O)(O)O.CO.CO.CO.CO.CO.CO.CO.CO.CO.CO
E_LUMO = 0.5 eV
Max |F| = 3.29 eV/A
Relative energy (zero: lowest compared OMol25 entry of this formula, charge and spin) = 47.5 kJ/mol

2.
ORCA calculation (ωB97M-V with the def2-TZVPD basis set) on 10 unconnected molecules or ions with the total composition C15H49N19O15PS at a distorted geometry.

```
100
Properties=species:S:1:pos:R:3:forces:R:3
C 5.86505 -2.18356 -0.71892 0.6 -1.0 -0.2
P 4.54909 -0.94458 -1.33957 0.0 1.1 -0.7
O 5.22589 -0.23221 -2.81377 -1.4 0.0 1.2
C 2.96266 -1.85639 -1.97484 -0.5 -2.1 -1.9
N 2.18523 -0.86705 -2.81420 0.2 -0.2 1.2
C 2.10876 -2.57506 -0.77430 0.6 0.0 1.1
C 0.77677 -1.75696 -0.27992 -0.3 -0.2 1.0
C -0.52684 -1.89528 -1.27726 0.8 -1.4 0.7
S -1.43846 -0.24117 -1.50077 -6.6 0.8 0.0
O -2.56494 -0.45984 -2.58021 5.0 1.0 3.4
O -2.13406 0.23064 -0.16762 3.3 -1.5 -3.8
O -0.42378 1.02673 -2.01871 -0.6 -1.6 1.3
C 3.43943 -3.07398 -3.00621 0.9 -3.5 -5.7
O 3.84540 -4.27855 -2.59607 -1.7 5.5 -0.2
O 3.37727 -2.86097 -4.48100 0.0 -0.1 7.5
H 5.64174 -3.31164 -0.96606 0.2 2.2 0.3
H 6.89352 -1.92539 -1.21737 -1.9 -0.3 1.0
H 5.97126 -2.03939 0.44421 -0.2 -0.2 -2.5
H 4.65420 0.55700 -3.08055 0.9 -1.9 0.7
H 1.34818 -1.28845 -3.27335 1.3 0.6 0.5
H 1.96978 0.01983 -2.30923 0.0 -1.3 -0.4
H 2.84055 -2.62650 0.16747 -1.7 0.1 -1.8
H 1.84879 -3.71545 -1.00848 0.5 2.6 0.2
H 0.98516 -0.61231 -0.01662 -0.2 -2.5 -0.7
H 0.44710 -2.25623 0.75334 0.7 1.2 -2.2
H -1.33437 -2.61511 -0.77278 1.3 2.0 -1.1
H -0.24591 -2.41033 -2.29752 -0.7 1.7 1.8
H 0.12271 1.41228 -1.27086 -1.0 -0.9 -0.8
C -3.81730 -3.15318 0.91722 0.1 0.5 -0.4
O -3.46888 -3.33026 -0.23938 0.2 -0.2 -0.3
N -4.05715 -4.16726 1.76797 -0.2 -1.6 0.6
N -3.99275 -1.92812 1.44456 -0.1 1.1 0.0
H -4.34486 -4.04137 2.72378 0.1 0.0 -0.2
H -3.93683 -5.10611 1.41102 0.0 0.4 0.2
H -3.82260 -1.13680 0.83756 0.1 -0.1 0.2
H -4.27918 -1.76220 2.39450 0.0 0.0 -0.2
C 8.37181 -1.94989 2.70833 -0.3 0.2 -0.9
O 7.70298 -1.69438 1.71946 0.0 0.1 0.2
N 7.83521 -2.08385 3.93462 -1.1 -0.1 1.3
N 9.70534 -2.12024 2.66036 1.2 -0.1 -0.5
H 8.36956 -2.29397 4.76076 -0.1 0.0 -0.2
H 6.83402 -1.96335 4.01490 0.4 -0.1 0.0
H 10.14913 -2.02785 1.75586 -0.2 0.1 0.3
H 10.27307 -2.33109 3.46360 0.1 -0.1 -0.1
C -4.28996 2.98539 1.78553 0.3 -0.2 -0.3
O -5.10460 2.07934 1.70864 -0.3 -0.4 0.1
N -3.00283 2.83895 1.42286 0.9 -0.5 -0.4
N -4.60637 4.21138 2.23993 -0.9 1.1 0.5
H -2.31730 3.57317 1.47898 -0.2 -0.1 0.0
H -2.72275 1.93121 1.07514 0.1 0.1 -0.1
H -5.56546 4.36402 2.52352 0.3 0.1 -0.3
H -3.94961 4.97009 2.31056 -0.1 -0.2 0.1
C -4.94974 3.88831 6.00776 0.7 -0.2 -0.4
O -3.73229 3.85507 5.92289 0.1 0.1 0.1
N -5.75946 3.54372 4.99027 -0.5 -0.4 -1.0
N -5.59065 4.27264 7.12631 -0.3 0.6 1.6
H -6.76403 3.56467 5.04109 0.2 -0.1 0.0
H -5.31741 3.24823 4.12967 -0.2 -0.1 0.4
H -5.01801 4.54037 7.91624 -0.3 -0.1 -0.3
H -6.59209 4.30653 7.21536 0.2 0.0 0.0
C 12.61585 -4.40332 3.25414 -0.4 0.2 0.0
O 12.09618 -3.61778 4.03089 -0.1 0.3 0.3
N 12.01224 -4.81679 2.12526 -0.9 -0.1 -0.9
N 13.83859 -4.92598 3.45756 1.4 -0.3 0.7
H 12.42406 -5.46309 1.47342 -0.1 0.1 0.1
H 11.09013 -4.44728 1.93416 0.2 -0.2 0.0
H 14.32765 -4.64072 4.29603 -0.2 -0.1 -0.4
H 14.28306 -5.57408 2.82957 -0.1 0.1 0.1
C -6.88415 1.72021 -1.58115 0.9 -0.4 0.5
O -7.40382 2.50575 -0.80440 -0.3 0.6 0.1
N -7.48776 1.30674 -2.71003 -1.2 -0.1 -1.2
N -5.66141 1.19755 -1.37774 0.6 0.1 0.4
H -7.07594 0.66044 -3.36188 0.0 0.1 0.2
H -8.40987 1.67625 -2.90113 0.4 -0.2 0.0
H -5.17235 1.48281 -0.53927 -0.1 -0.1 0.0
H -5.21694 0.54945 -2.00573 0.1 0.0 0.1
C -10.74555 3.78576 0.70561 0.8 0.0 0.0
O -10.12159 4.27513 1.63387 0.0 0.2 0.3
N -12.08890 3.81069 0.63884 -1.8 0.3 0.4
N -10.14570 3.17759 -0.33359 0.6 -0.2 -0.5
H -12.62036 3.41307 -0.11723 0.2 0.1 0.2
H -12.57967 4.25920 1.40129 0.2 -0.2 -0.3
H -9.13485 3.13700 -0.32244 0.1 -0.3 -0.2
H -10.64233 2.76879 -1.10702 0.0 0.1 0.2
C 8.66106 -2.62691 -3.89039 -1.0 -0.4 0.5
O 9.08931 -3.18789 -2.89420 0.4 -0.1 0.3
N 9.45972 -1.99459 -4.76902 1.6 0.7 -0.9
N 7.35214 -2.59066 -4.19867 -0.6 -0.3 0.1
H 9.12570 -1.52700 -5.59485 0.0 -0.1 0.2
H 10.45240 -1.99806 -4.57432 -0.4 0.0 -0.1
H 6.71634 -3.05482 -3.56314 -0.1 0.2 -0.3
H 6.98048 -2.13387 -5.01425 -0.1 -0.1 0.3
C -6.07271 5.29663 -4.50229 0.2 -0.5 -0.6
O -5.72429 5.11955 -5.65889 0.0 0.1 -0.2
N -6.31256 4.28255 -3.65154 -0.2 -1.1 0.4
N -6.24816 6.52169 -3.97495 -0.1 1.7 0.2
H -6.60027 4.40844 -2.69573 0.0 -0.1 0.0
H -6.19224 3.34369 -4.00849 0.0 0.4 0.2
H -6.07801 7.31300 -4.58195 -0.1 -0.3 0.3
H -6.53459 6.68761 -3.02501 0.1 -0.1 -0.2
```
Forces are in eV/Å.

Results
Charge = -1
HOMO = -4.1034 eV
E_LUMO = 1.7 eV
Max |F| = 7.55 eV/A

3.
ORCA calculation (ωB97M-V with the def2-TZVPD basis set) on a molecular structure, C15H4Cl5I2NO2RuTe4.

```
34
Properties=species:S:1:pos:R:3:forces:R:3
Ru -0.27144 -0.62914 -0.01492 -0.4 0.3 -0.2
Cl 2.39105 3.24663 5.71610 0.1 0.0 0.1
C 1.45414 2.58656 4.43565 0.0 0.0 -0.1
C 1.96749 1.56470 3.64607 -0.1 0.1 0.1
Cl 3.54263 0.94281 3.93892 0.0 0.0 0.0
C 1.18929 1.04278 2.62318 0.0 -0.1 -0.1
Cl 1.82221 -0.24486 1.62542 0.2 0.1 0.2
C -0.10536 1.49345 2.32002 0.1 0.2 0.3
O -0.83503 1.00882 1.37451 0.1 -0.2 -0.2
C -0.59815 2.52937 3.15355 0.0 -0.1 -0.1
Cl -2.19339 3.08704 2.84495 0.0 0.0 0.0
C 0.16362 3.06346 4.17768 0.1 0.0 0.0
Cl -0.48270 4.31694 5.16017 0.0 0.0 0.0
I -2.10016 3.36152 -3.22719 -0.1 0.0 0.0
C -0.26716 2.39666 -3.20150 0.2 0.0 -0.1
C 0.73785 2.79613 -4.09917 -0.1 0.1 0.0
C 1.95784 2.17890 -4.14740 -0.1 -0.2 0.2
I 3.37162 2.84053 -5.52150 0.1 0.0 -0.1
C 2.23181 1.09845 -3.26344 0.0 0.2 -0.2
C 3.43516 0.36264 -3.23422 0.0 0.0 0.0
C 3.58691 -0.67250 -2.35329 -0.1 0.1 0.0
C 2.53596 -0.97178 -1.47543 0.1 -0.1 0.0
N 1.40947 -0.29700 -1.46753 0.0 -0.1 0.1
C 1.22546 0.71843 -2.35152 0.0 0.1 0.0
C -0.06090 1.35962 -2.30643 0.0 0.0 0.0
O -0.95509 0.93294 -1.47614 -0.1 0.0 0.1
H 0.52090 3.61648 -4.77006 0.0 0.0 0.0
H 4.22547 0.62892 -3.92252 0.0 0.0 0.0
H 4.49315 -1.25821 -2.31600 0.0 0.0 0.0
H 2.63408 -1.78464 -0.76324 0.0 0.0 0.0
Te -1.87959 -1.44623 1.82234 0.0 -0.1 0.1
Te -1.94242 -4.10166 1.44611 0.0 0.0 0.0
Te -1.73905 -4.17651 -1.23296 0.0 -0.3 0.1
Te -1.81757 -1.56634 -1.78330 0.0 0.1 -0.2
```
Forces are in eV/Å.

Results
HOMO (spin up / spin down) = -7.8021 / -7.7404 eV
E_LUMO (spin up / spin down) = -1.7 / -3.1 eV
Max |F| = 0.50 eV/A
Relative energy (zero: lowest compared OMol25 entry of this formula, charge and spin) = 39.4 kJ/mol
Multiplicity = 5